This record from the OMol25 dataset describes a structure of composition C17H16FeN4O6 at a distorted geometry. The level of theory is ωB97M-V/def2-TZVPD.

Properties
HOMO-LUMO gap (spin up / spin down) = 5.0 / 4.1 eV
molecular weight = 428.18 g/mol
spin multiplicity = 5
HOMO (spin up / spin down) = -0.1891 / -0.2844 Eh
energy = -70514.851 eV
F_max = 5.06 eV/Å

Each line ends with the Löwdin spin population.
Positions of all 44 atoms, in Å:
1 C 3.240 0.349 3.071  0.00
2 O 3.502 -0.165 1.750  -0.01
3 C 2.684 -1.015 1.032  0.04
4 C 2.089 -0.529 -0.191  0.16
5 C 0.789 -1.182 -0.474  0.12
6 C 0.978 -2.629 -0.509  0.26
7 C 1.976 -3.209 0.271  0.02
8 C 2.699 -2.413 1.199  0.21
9 Fe 3.233 -2.021 -0.925  2.07
10 C 3.005 -1.469 -2.583  -0.01
11 O 2.884 -1.133 -3.690  -0.03
12 C 4.111 -3.467 -1.515  0.04
13 O 4.784 -4.243 -2.056  0.00
14 C 4.729 -1.137 -0.788  0.00
15 O 5.745 -0.600 -0.944  -0.02
16 H 4.119 0.966 3.281  0.00
17 H 2.332 0.974 3.098  0.00
18 H 3.167 -0.468 3.802  0.00
19 H 2.230 0.521 -0.468  0.00
20 H 0.037 -0.966 0.363  0.06
21 H 0.214 -0.768 -1.318  0.00
22 H 0.308 -3.231 -1.130  0.01
23 H 2.076 -4.297 0.275  0.00
24 H 3.326 -2.880 1.960  0.01
25 C -4.220 1.370 -2.886  0.00
26 N -3.641 1.386 -1.563  -0.01
27 C -4.112 2.417 -0.748  0.01
28 O -4.961 3.218 -1.141  0.06
29 N -3.584 2.505 0.561  0.14
30 C -4.041 3.582 1.420  0.01
31 C -2.659 1.613 0.965  0.15
32 C -2.125 0.630 0.115  0.20
33 C -2.540 0.548 -1.259  0.02
34 O -1.999 -0.172 -2.097  0.08
35 N -1.170 -0.034 0.812  0.15
36 C -1.142 0.547 2.055  0.20
37 N -2.045 1.565 2.177  0.00
38 H -3.862 0.493 -3.417  0.00
39 H -5.309 1.352 -2.802  0.00
40 H -3.951 2.281 -3.431  0.00
41 H -3.530 3.446 2.371  0.00
42 H -3.772 4.542 0.966  0.00
43 H -5.127 3.511 1.539  0.00
44 H -0.465 0.211 2.848  0.01

Atoms 1-6, force components in eV/Å:
C -0.125 -0.624 -0.714
O 0.435 -0.154 -0.278
C -0.124 0.916 -0.719
C -0.931 2.696 2.763
C -0.164 -0.350 -0.834
C -0.515 -1.318 -0.076